This record from the Open Molecules 2025 dataset describes C33H44BClF4IrN7O9S2 as an isolated structure in a non-equilibrium geometry. The level of theory is ωB97M-V/def2-TZVPD.

Geometry as ORCA input:
```
! RIJCOSX wB97M-V def2-TZVPD def2/J DEFGRID3
* xyz 1 2
H 1.1787 5.4405 2.0503
C 2.3967 6.0882 -1.8909
H 0.4631 1.8690 -1.6828
F -3.1065 -0.6611 -0.2359
H -1.0375 5.2884 -1.0449
H -3.4687 -2.8953 -0.2483
H 4.2924 5.7988 -0.1365
F -5.0613 0.7636 0.0148
H 0.2996 -6.6334 -0.6333
H -1.7954 -1.5304 -7.8189
H -0.6199 -5.9453 5.6860
N -0.7224 3.3188 -0.6322
H 0.2257 4.4906 -2.0173
F -4.5312 -0.0338 -2.0293
H 1.1081 -5.1871 1.3905
H 2.4265 2.7298 4.1572
O 1.9158 0.7788 -2.3462
S 1.6416 -0.6372 -2.3332
C -0.3564 2.1004 -1.0237
C -0.7070 -0.4463 -3.7671
C 0.6790 4.7255 1.3946
H -1.5130 3.2467 2.5479
C 2.7133 3.7567 -1.0973
O 1.5158 -2.5691 1.9634
C -0.5717 2.4646 5.6843
F -5.3887 -1.4305 -0.4505
S -0.6938 -5.6874 2.8538
N -1.1495 1.2062 -0.4335
H 2.2028 -1.7916 -4.8049
H 0.3259 -4.5449 6.2068
O 2.7548 -1.5340 -2.3303
N -3.3298 -5.6692 0.4278
H -1.2035 -0.1146 -2.8544
C 0.8140 2.4549 5.5156
H 1.6238 -3.7748 -0.1668
C 0.5827 -0.9390 -3.7267
H 1.6998 0.1239 0.6744
H 3.3726 5.9623 -2.3513
N -1.0474 -5.0851 -0.2505
H 1.4529 2.2335 6.3553
H 3.7673 3.7677 -1.3600
H 1.1752 -3.0532 -1.6983
H -1.1293 -7.0328 0.3663
H -0.3901 4.8337 1.5857
C 0.8575 5.2363 -0.0638
N -1.3534 -2.9264 -0.6931
C 3.3397 5.6578 0.3670
H 1.0251 -1.6460 -6.9867
N -1.7567 3.2261 0.2028
O -0.3053 -1.3458 1.5492
N 0.7544 -0.8888 -0.8939
C -0.3504 -6.2726 0.1723
H 2.2038 3.2452 1.8874
C -2.3741 -4.7892 0.0108
C 1.6083 -0.8770 0.2319
C 1.2026 -1.3985 -4.8771
H -1.2046 -4.3141 5.3445
H 2.5806 3.0223 -0.3130
C 0.5382 -1.3081 -6.0850
C 0.8667 -1.7161 1.3993
H 3.0618 6.6115 0.8113
H 1.0756 7.1152 0.4550
C -2.0070 1.9523 0.3103
H 0.9857 -6.9479 1.7216
C -0.7328 -0.7438 -6.1599
H 3.4867 4.9324 1.1623
C 2.3087 5.1670 -0.6602
H -2.1929 0.1525 -7.4446
Ir -1.1670 -0.8414 -0.5969
C -1.3693 -0.3620 -4.9781
H 1.2953 -5.6052 4.1309
H 2.6003 -1.2691 -0.0097
O -2.9826 -6.8814 0.6041
C -0.8553 3.0249 3.3733
C -2.5487 -3.4410 -0.3187
C 0.4494 -6.0484 1.4393
C 1.3529 2.7338 4.2771
H 1.6453 5.8560 -2.6405
H -2.4776 2.7541 4.7333
C -0.1936 4.5925 -1.0190
H 1.2375 -4.8139 -1.5375
C 0.5316 3.0202 3.1856
O -1.6244 -4.6817 2.4241
C -0.3152 -4.9357 5.4177
C -1.4076 2.7489 4.6037
H 2.1731 3.4163 -1.9732
H 2.2773 7.1337 -1.6194
C -1.3881 -0.5747 -7.4895
O 0.4312 6.5849 -0.0273
H 0.7706 2.5587 1.1326
O -1.2002 -6.9313 3.3342
C -0.4579 -3.9180 -0.6509
Cl -1.2492 2.1480 7.2239
H -0.6699 -0.2547 -8.2423
C 0.9681 -3.8855 -1.0337
B -4.8090 -0.2876 -0.7501
C 1.1170 3.3176 1.8339
H -2.3717 0.0356 -5.0067
C 0.4264 -4.9542 4.1046
H -2.7972 1.5368 0.9038
H 0.6811 -3.9657 3.7295
O -4.4994 -5.2052 0.4885
*
```

Calculated values
Kohn-Sham gap (alpha / beta)   4.06 / 4.23 eV
⟨S²⟩   0.776
Lowest unoccupied orbital energy (alpha / beta)   -6.73 / -6.56 eV